[1]
ORCA calculation (ωB97M-V with the def2-TZVPD basis set) on C23H23N4Ru as an isolated structure at a distorted geometry.

E_LUMO (alpha / beta), eV: -7.42 / -6.94
Maximum force, eV/A: 5.4
HOMO-LUMO gap (alpha / beta), eV: 6.750 / 7.838
Spin multiplicity: 2
HOMO energy (alpha / beta), eV: -14.17 / -14.78
Calculated total energy, eV: -32751.4154
Total charge: +2

Each line ends with the Mulliken charge.
Atoms and positions in Å:
1 Ru -0.14816 0.11020 -0.35278  -0.01
2 C -1.48448 -0.04182 2.55797  -1.28
3 N -0.58583 -0.93737 1.82878  1.18
4 C -1.20130 -2.23826 1.57342  -1.43
5 C -0.51447 -2.95708 0.44292  0.68
6 C -0.59639 -4.33206 0.27989  -1.07
7 C 0.03388 -4.91530 -0.80772  -0.40
8 C 0.74603 -4.11492 -1.69067  -1.00
9 C 0.77779 -2.75308 -1.46317  -0.47
10 N 0.14739 -2.19510 -0.42513  0.89
11 C 0.71195 -1.05307 2.52246  -1.63
12 C 1.95260 -0.80947 1.69313  1.01
13 C 3.18723 -1.20189 2.19114  -1.10
14 C 4.33901 -0.89816 1.48586  -0.40
15 C 4.23544 -0.21342 0.28286  -0.86
16 C 2.97775 0.13571 -0.16261  -0.68
17 N 1.86701 -0.14969 0.53471  0.76
18 C -0.98000 1.37266 2.45849  0.56
19 C -1.25915 2.34639 3.40382  -1.05
20 C -0.77941 3.63170 3.20190  -0.39
21 C -0.01090 3.90520 2.07920  -0.96
22 C 0.23688 2.87804 1.18786  -0.51
23 N -0.25285 1.64981 1.37618  0.85
24 H -1.58976 -0.34097 3.60609  0.48
25 H -2.47544 -0.09040 2.10148  0.49
26 H -2.24422 -2.07907 1.28895  0.47
27 H -1.20120 -2.86537 2.47121  0.51
28 H -1.14950 -4.93122 0.99120  0.52
29 H -0.02439 -5.98438 -0.96268  0.46
30 H 1.26585 -4.53563 -2.53962  0.47
31 H 1.31468 -2.08120 -2.12117  0.49
32 H 0.79887 -2.03517 2.99462  0.62
33 H 0.73937 -0.31397 3.32690  0.58
34 H 3.24348 -1.73565 3.13084  0.51
35 H 5.30610 -1.19148 1.87131  0.45
36 H 5.11266 0.03786 -0.29556  0.47
37 H 2.83992 0.66464 -1.09452  0.49
38 H -1.84256 2.10363 4.28212  0.53
39 H -0.99476 4.41338 3.91809  0.46
40 H 0.39120 4.89126 1.89604  0.48
41 H 0.84028 3.02796 0.30192  0.53
42 C -1.65555 1.64476 -1.33735  -0.67
43 C -1.00068 0.87453 -2.33374  -0.85
44 C -1.55153 -0.42753 -2.29056  -0.56
45 C -2.54100 -0.46188 -1.26388  -0.23
46 C -2.60729 0.80747 -0.68050  -0.17
47 H -1.54160 2.70765 -1.19430  0.56
48 H -0.33009 1.25381 -3.08714  0.56
49 H -1.33260 -1.22224 -2.98670  0.54
50 H -3.19301 -1.29442 -1.04279  0.54
51 H -3.31975 1.12379 0.06700  0.57

---

[2]
ORCA calculation (ωB97M-V with the def2-TZVPD basis set) on C23H23N8O5SV as an isolated structure at a distorted geometry.

E_LUMO (alpha / beta), eV: -8.47 / -8.47
Maximum force, eV/A: 2.6
HOMO-LUMO gap (alpha / beta), eV: 4.563 / 4.562
Energy above the lowest of the compared OMol25 structures with the same formula, charge and spin, eV: 1.543
HOMO energy (alpha / beta), eV: -13.03 / -13.03
Calculated total energy, eV: -82888.6869
Total charge: +2

Each line ends with the Mulliken charge.
Atoms and positions in Å:
1 V 0.70686 -0.47854 0.10206  -1.20
2 C -1.72585 -1.23418 3.63997  -1.60
3 C -1.10309 -1.02900 2.30897  0.95
4 N 0.11918 -0.70253 2.06174  0.54
5 O 1.04673 -0.50202 3.03119  -0.39
6 C -1.87027 -1.14399 1.04905  0.21
7 C -3.32693 -1.39670 0.92451  -1.74
8 N -1.04153 -0.93019 0.10935  1.03
9 O -0.84687 -0.78756 -1.11771  -0.61
10 H -1.00462 -1.37121 4.44292  0.56
11 H -2.37612 -2.10772 3.61500  0.35
12 H -2.34684 -0.36602 3.87808  0.35
13 H 0.63351 -0.54788 3.90446  0.35
14 H -3.88397 -0.57133 1.37109  0.32
15 H -3.60443 -2.31073 1.45149  0.43
16 H -3.61464 -1.48846 -0.12047  0.37
17 O 2.26684 -0.66844 0.66466  0.58
18 C 3.42256 -1.27383 0.49161  0.48
19 C 4.65871 -0.64292 0.66341  -0.73
20 C 5.81435 -1.33149 0.37926  -0.76
21 C 5.77499 -2.66040 -0.05451  -0.86
22 C 4.56537 -3.30031 -0.20016  -1.01
23 C 3.37444 -2.62291 0.07469  0.78
24 C 2.07373 -3.21041 -0.11831  0.42
25 N 0.89301 -2.55527 -0.17550  0.41
26 C -0.07432 -3.50604 -0.42144  -0.36
27 C 0.50872 -4.72768 -0.50160  -0.82
28 N 1.84875 -4.52505 -0.31093  -0.06
29 H 4.66778 0.38625 0.99930  0.52
30 H 6.77124 -0.83999 0.48972  0.48
31 H 6.68974 -3.18393 -0.29294  0.43
32 H 4.53773 -4.32000 -0.56234  0.40
33 H -1.11274 -3.27729 -0.57386  0.46
34 H 0.07915 -5.70062 -0.66425  0.45
35 H 2.55252 -5.24462 -0.28553  0.20
36 N 5.55806 4.93620 1.25091  -0.45
37 C 4.54153 4.22734 0.71332  0.99
38 C 3.78257 3.34190 1.50705  -0.78
39 C 2.78975 2.57718 0.94060  -0.35
40 C 2.52692 2.68625 -0.42484  0.54
41 C 3.22323 3.59862 -1.21376  -0.72
42 C 4.21720 4.36106 -0.65061  -0.91
43 S 1.25259 1.73189 -1.16698  1.66
44 O 0.59535 2.43033 -2.20846  -0.68
45 O 1.73178 0.37599 -1.50886  -0.56
46 N 0.26149 1.30777 0.11500  0.72
47 C -0.75913 2.20613 0.44777  0.20
48 N -0.52947 3.49173 0.21512  -0.43
49 C -1.51129 4.34522 0.45811  -0.28
50 C -2.73641 3.93024 0.96118  -0.85
51 C -2.83963 2.58490 1.25826  -0.06
52 N -1.85782 1.71525 1.02097  -0.16
53 H 5.80240 4.83556 2.21793  0.20
54 H 6.07493 5.59221 0.69526  0.20
55 H 3.97908 3.28283 2.57009  0.34
56 H 2.21427 1.90592 1.56047  0.26
57 H 2.96922 3.69372 -2.26185  0.52
58 H 4.76222 5.07331 -1.25644  0.36
59 H -1.29967 5.38743 0.25028  0.46
60 H -3.55351 4.61524 1.12791  0.43
61 H -3.74114 2.17509 1.69989  0.40

---

[3]
ORCA calculation (ωB97M-V with the def2-TZVPD basis set) on an isolated molecule of C23H23NO3 at a distorted geometry.

E_LUMO, eV: -0.72
Maximum force, eV/A: 19.8
HOMO-LUMO gap, eV: 7.430
Energy above the lowest of the compared OMol25 structures with the same formula, charge and spin, eV: 17.522
SMILES: C[C@@H](CCc1ccccc1)NC(=O)COC(=O)c1cccc2ccccc12
HOMO energy, eV: -8.15
Calculated total energy, eV: -31840.9800

Each line ends with the Mulliken charge.
Atoms and positions in Å:
1 C 3.17382 1.94529 -1.62659  -1.71
2 C 2.54937 1.87620 -0.36568  0.15
3 C 1.15051 1.60119 -0.49097  0.19
4 C 0.24541 2.64760 -1.10493  -1.10
5 C -1.16429 2.50524 -1.02809  0.43
6 C -1.74999 1.42833 -1.70156  -0.10
7 C -3.14987 0.85606 -1.40874  -1.38
8 C -3.83871 1.68104 -0.74964  -0.36
9 C -3.38292 2.84915 0.37076  -0.80
10 C -1.94681 3.06199 -0.02032  -0.23
11 N 3.19936 0.88177 0.23705  -0.26
12 C 3.32516 0.90126 1.81382  0.64
13 O 3.28487 1.98112 2.59339  -0.61
14 C 3.49304 -0.67364 2.29655  -1.15
15 O 2.19894 -1.39624 2.48083  -0.32
16 C 1.87440 -1.93024 1.22137  0.52
17 O 2.46801 -1.82194 0.10482  -0.77
18 C 0.29891 -2.33363 1.40084  -0.38
19 C -0.13664 -2.57517 2.47225  0.68
20 C -1.50389 -2.83854 2.86819  -1.03
21 C -2.41401 -2.81661 1.63779  -0.81
22 C -1.86895 -2.60207 0.43273  1.00
23 C -2.80080 -2.87834 -0.79888  -0.78
24 C -2.27166 -2.46989 -1.87515  -0.20
25 C -0.83941 -2.15171 -2.25614  -1.00
26 C 0.00434 -2.08398 -0.91539  -0.64
27 C -0.51439 -2.42324 0.28061  0.57
28 H 2.86800 1.01413 -2.31160  0.26
29 H 2.76963 2.67766 -2.27219  0.51
30 H 4.43944 1.96914 -1.47130  0.29
31 H 2.80819 2.65831 0.18118  0.71
32 H 0.80325 0.74485 -0.87679  -0.02
33 H 0.56100 1.68245 0.58724  0.22
34 H 0.67158 2.60878 -2.19646  0.35
35 H 0.36833 3.69709 -0.80107  0.34
36 H -1.15671 0.95144 -2.41831  0.62
37 H -3.47073 0.29775 -2.02930  0.99
38 H -4.85913 1.53428 -0.16753  0.19
39 H -4.01945 3.45043 0.92787  0.44
40 H -1.43088 3.82846 0.67896  0.18
41 H 3.18266 -0.25281 -0.02374  0.44
42 H 3.79815 -0.59010 3.38138  0.31
43 H 4.10991 -1.19236 1.79105  0.67
44 H 0.39731 -2.43975 3.48988  0.21
45 H -1.86166 -3.07030 3.84376  0.46
46 H -3.40968 -3.42032 1.79659  0.23
47 H -3.78398 -2.83473 -0.66614  0.49
48 H -2.99506 -2.55732 -2.88462  0.13
49 H -0.45691 -2.17030 -3.33556  0.35
50 H 0.98292 -1.80778 -1.09222  1.06

---

[4]
ORCA calculation (ωB97M-V with the def2-TZVPD basis set) on C23H23NO5SSbSe4TeV as an isolated structure at a distorted geometry.

E_LUMO (alpha / beta), eV: 1.25 / 1.01
Maximum force, eV/A: 6.1
HOMO-LUMO gap (alpha / beta), eV: 5.683 / 5.391
Energy above the lowest of the compared OMol25 structures with the same formula, charge and spin, eV: 10.154
Spin multiplicity: 4
HOMO energy (alpha / beta), eV: -4.43 / -4.38
Calculated total energy, eV: -347684.6342
Total charge: -1

Each line ends with the Mulliken charge.
Atoms and positions in Å:
1 V 0.81796 0.09797 3.25913  -0.03
2 O 1.39916 2.43131 4.90756  -0.72
3 S 1.25976 2.29688 3.47376  1.54
4 O 1.02746 4.03201 3.40703  -0.36
5 O -0.21058 1.64124 3.27455  -0.60
6 O 2.39432 0.96093 3.37791  -0.73
7 Se 0.28070 -3.97667 6.49931  -0.62
8 Sb 0.38887 -4.22437 4.09157  0.69
9 Se 1.67039 -6.23906 3.51926  -0.50
10 Se -1.59673 -5.58361 3.51703  -0.48
11 Se 0.68700 -2.01182 2.85868  0.15
12 C -0.70019 -4.01296 -4.33107  -1.63
13 C -0.28685 -3.24945 -3.09720  0.78
14 C -0.07774 -1.87937 -3.12084  -0.92
15 C 0.30377 -1.17509 -1.98105  0.90
16 C 0.63681 0.28174 -2.21044  -1.46
17 C 0.44841 -1.87090 -0.74960  -0.33
18 Te 0.87989 -0.20590 0.88015  0.31
19 N 1.57348 2.39290 1.71363  -0.10
20 C 1.44942 3.58191 1.28879  0.23
21 O 1.10998 4.57500 2.11830  -0.18
22 C 1.61338 3.98880 -0.11938  0.16
23 C 1.05153 5.18003 -0.57369  -0.54
24 C 1.10276 5.48555 -1.92438  -0.64
25 C 1.70799 4.61027 -2.81596  -0.45
26 C 2.31445 3.45125 -2.35256  -0.63
27 C 2.28066 3.14716 -1.00021  -0.07
28 C -1.22230 0.31368 0.60076  1.16
29 C -1.29391 1.67888 0.28075  -0.33
30 C -2.50152 2.35773 0.28948  -1.03
31 C -3.64293 1.68330 0.68502  -0.68
32 C -3.56802 0.35636 1.06117  -0.87
33 C -2.36861 -0.36074 1.03888  0.84
34 C -2.36189 -1.76814 1.56557  -1.43
35 C 0.40534 -3.26603 -0.76331  1.12
36 C 0.88287 -4.13713 0.36588  -1.41
37 C -0.01446 -3.91706 -1.92518  -0.54
38 H -0.91046 -3.34425 -5.16483  0.34
39 H -1.58653 -4.61333 -4.12084  0.36
40 H 0.09382 -4.69952 -4.63146  0.34
41 H -0.18599 -1.32890 -4.04951  0.27
42 H 0.66780 0.48887 -3.28369  0.44
43 H 1.62979 0.53223 -1.84459  0.15
44 H -0.09682 0.97125 -1.79619  0.34
45 H 0.58095 5.84480 0.13774  0.48
46 H 0.66593 6.41032 -2.27819  0.40
47 H 1.71495 4.83772 -3.87434  0.39
48 H 2.81792 2.78313 -3.03860  0.45
49 H 2.80406 2.28381 -0.61104  0.60
50 H -0.39646 2.23239 0.05176  0.45
51 H -2.53247 3.40455 0.01396  0.47
52 H -4.58901 2.20753 0.74550  0.37
53 H -4.45597 -0.14925 1.42275  0.40
54 H -3.35389 -2.21710 1.52134  0.47
55 H -2.05876 -1.76661 2.61063  0.32
56 H -1.66697 -2.40964 1.02758  0.02
57 H 1.53091 -3.57118 1.01872  0.31
58 H 1.49008 -4.96420 -0.00563  0.45
59 H 0.07210 -4.59769 0.93319  0.15
60 H -0.07559 -5.00150 -1.89353  0.44

---

> The highest maximum force belongs to which entry?

C23H23NO3

---

> Look up the calculated total energy of the fourth one.

-347684.6342 eV

---

> Which of these has the lowest maximum force?

C23H23N8O5SV